1.
A structure of composition C6H12OPTi in a non-equilibrium geometry, computed with the ωB97M-V functional and the def2-TZVPD basis.

Atoms and positions in Å:
C (0.376, -0.332, -1.321)
C (-0.767, -0.954, -1.954)
C (-0.539, -2.350, -1.930)
C (0.814, -2.614, -1.584)
C (1.385, -1.370, -1.170)
Ti (1.097, 1.545, 0.769)
P (-0.336, 3.340, 0.039)
H (0.553, 0.764, -1.151)
H (-1.641, -0.435, -2.351)
H (-1.264, -3.110, -2.202)
H (2.374, -1.191, -0.754)
H (1.309, -3.584, -1.609)
H (-1.620, 3.492, 0.684)
H (-0.743, 3.263, -1.340)
H (0.074, 4.724, 0.017)
C (-0.237, -0.118, 3.028)
O (0.219, 0.088, 1.704)
H (-1.309, -0.347, 3.005)
H (-0.031, 0.803, 3.576)
H (0.313, -0.964, 3.442)
H (-0.026, -0.650, 1.102)

Output
Kohn-Sham gap (alpha / beta): 4.225 / 4.280 eV
Spin multiplicity: 3
HOMO level (alpha / beta): -1.178 / -1.210 eV
Total charge: -1

Here are the Löwdin charges for atoms 1 to 8, given in e:
1 C -0.27
2 C -0.20
3 C -0.23
4 C -0.20
5 C -0.22
6 Ti 0.04
7 P 0.49
8 H -0.02

---

2.
A cluster of 3 separate species, C4H15N2O4 in total in a non-equilibrium geometry, computed with the ωB97M-V functional and the def2-TZVPD basis.

Atoms and positions in Å:
N (-0.432, 0.484, -0.839)
C (-0.489, 0.584, 0.706)
C (0.929, 0.116, 1.221)
C (1.890, 1.285, 1.426)
O (1.469, -0.972, 0.367)
C (-1.613, -0.396, 1.044)
N (-1.364, -1.605, 1.600)
O (-2.632, -0.038, 0.537)
H (0.140, -0.448, -1.077)
H (0.150, 1.368, -1.108)
H (-1.356, 0.455, -1.247)
H (-0.868, 1.596, 0.998)
H (0.424, -0.355, 2.173)
H (2.996, 1.022, 1.691)
H (1.441, 1.970, 2.114)
H (1.932, 1.894, 0.496)
H (2.392, -0.973, 0.643)
H (-0.488, -1.935, 1.751)
H (-2.186, -2.301, 1.731)
H (1.636, 0.422, -2.819)
H (1.396, 2.031, -2.748)
O (1.317, 1.187, -2.344)
H (-2.041, -2.497, -1.974)
H (-2.745, -1.287, -2.203)
O (-1.896, -1.607, -2.139)

Output
Kohn-Sham gap: 10.885 eV
HOMO level: -13.800 eV
Total charge: +1
Relative energy (zero: lowest compared OMol25 entry of this formula, charge and spin): 48.9 kcal per mole

Here are the Löwdin charges for atoms 1 to 8, given in e:
1 N 0.16
2 C -0.14
3 C -0.34
4 C -0.03
5 O -0.04
6 C -0.53
7 N 0.21
8 O 0.08

---

3.
A structure of composition C5H8O, computed with the ωB97M-V functional and the def2-TZVPD basis.

Atoms and positions in Å:
C (2.269, -0.099, 0.288)
C (2.578, 0.676, -0.746)
C (-1.537, -1.215, 0.648)
C (-1.685, -0.608, -0.716)
O (-2.001, 0.717, -0.258)
C (-1.916, 0.170, 1.064)
H (2.346, -1.183, 0.237)
H (1.932, 0.319, 1.235)
H (2.501, 1.760, -0.691)
H (2.925, 0.261, -1.689)
H (-0.705, -0.655, -1.221)
H (-2.447, -1.045, -1.377)
H (-1.273, 0.733, 1.752)
H (-2.911, 0.044, 1.535)

Output
Kohn-Sham gap: 8.909 eV
HOMO level: -9.193 eV
Relative energy (zero: lowest compared OMol25 entry of this formula, charge and spin): 139.0 kcal per mole

Here are the Löwdin charges for atoms 1 to 8, given in e:
1 C -0.09
2 C -0.08
3 C 0.13
4 C -0.25
5 O -0.14
6 C -0.26
7 H 0.05
8 H 0.05

---

4.
A cluster of 6 separate species, C41H85N3O18 in total in a non-equilibrium geometry, computed with the ωB97M-V functional and the def2-TZVPD basis.

Atoms and positions in Å:
C (0.023, -2.193, 5.026)
C (0.126, -3.414, 5.961)
C (-0.616, -4.686, 5.506)
C (-0.553, -4.985, 4.008)
C (0.878, -5.166, 3.487)
C (0.954, -5.974, 2.182)
C (2.344, -6.552, 1.894)
C (2.362, -7.801, 1.002)
C (1.593, -7.722, -0.336)
C (1.585, -6.353, -1.029)
C (1.389, -6.474, -2.545)
C (1.217, -5.140, -3.325)
C (0.959, -3.893, -2.481)
C (-0.448, -3.892, -1.853)
C (-0.572, -3.146, -0.517)
C (-1.007, -1.648, -0.495)
N (-1.810, -1.214, -1.638)
C (0.146, -0.655, -0.222)
N (-0.275, 0.685, -0.458)
O (1.306, -1.108, -0.956)
C (2.246, -0.145, -1.342)
N (2.959, 0.413, -0.183)
C (3.207, -0.791, -2.338)
C (4.105, -1.845, -1.700)
C (4.765, -2.746, -2.734)
C (5.671, -3.810, -2.118)
C (6.449, -4.610, -3.184)
C (6.293, -6.123, -3.068)
O (6.108, -6.691, -4.382)
C (6.952, -7.666, -4.788)
C (7.138, -8.816, -3.836)
O (7.443, -7.627, -5.865)
H (0.964, -1.999, 4.508)
H (-0.771, -2.299, 4.286)
H (-0.203, -1.290, 5.597)
H (-0.278, -3.124, 6.934)
H (1.178, -3.658, 6.130)
H (-0.149, -5.541, 6.008)
H (-1.654, -4.660, 5.848)
H (-1.061, -4.207, 3.431)
H (-1.111, -5.911, 3.825)
H (1.508, -5.615, 4.260)
H (1.269, -4.170, 3.252)
H (0.191, -6.760, 2.163)
H (0.697, -5.277, 1.378)
H (3.000, -5.776, 1.482)
H (2.793, -6.832, 2.855)
H (3.403, -8.044, 0.775)
H (1.987, -8.642, 1.594)
H (2.047, -8.444, -1.025)
H (0.564, -8.063, -0.189)
H (2.505, -5.799, -0.814)
H (0.749, -5.779, -0.631)
H (2.224, -7.042, -2.968)
H (0.499, -7.091, -2.717)
H (0.386, -5.247, -4.031)
H (2.105, -4.972, -3.943)
H (1.057, -3.021, -3.139)
H (1.708, -3.762, -1.700)
H (-0.700, -4.938, -1.648)
H (-1.189, -3.560, -2.582)
H (0.371, -3.272, 0.023)
H (-1.326, -3.671, 0.081)
H (-1.646, -1.547, 0.387)
H (-2.621, -1.808, -1.744)
H (-1.268, -1.285, -2.492)
H (0.378, -0.706, 0.848)
H (-0.489, 0.902, -1.419)
H (0.327, 1.377, -0.037)
H (1.749, 0.682, -1.875)
H (2.910, 1.421, -0.170)
H (2.613, 0.049, 0.692)
H (3.841, -0.009, -2.761)
H (2.602, -1.268, -3.112)
H (4.896, -1.326, -1.151)
H (3.545, -2.434, -0.966)
H (4.020, -3.242, -3.367)
H (5.405, -2.132, -3.381)
H (5.073, -4.492, -1.501)
H (6.382, -3.314, -1.452)
H (7.510, -4.355, -3.127)
H (6.114, -4.316, -4.182)
H (7.177, -6.564, -2.604)
H (5.421, -6.375, -2.461)
H (7.564, -9.650, -4.390)
H (6.198, -9.101, -3.363)
H (7.840, -8.544, -3.044)
C (6.539, 2.319, -3.021)
O (6.984, 0.989, -3.303)
C (7.583, 0.847, -4.484)
O (7.765, 1.719, -5.291)
O (7.936, -0.429, -4.617)
C (8.586, -0.737, -5.855)
H (6.069, 2.278, -2.043)
H (7.379, 3.010, -3.002)
H (5.812, 2.643, -3.764)
H (9.506, -0.166, -5.956)
H (7.928, -0.524, -6.695)
H (8.806, -1.799, -5.814)
C (-2.364, 7.639, 1.119)
O (-1.924, 6.290, 1.308)
C (-2.495, 5.409, 0.489)
O (-3.307, 5.666, -0.362)
O (-2.019, 4.201, 0.773)
C (-2.546, 3.150, -0.047)
H (-1.825, 8.237, 1.847)
H (-2.132, 7.980, 0.111)
H (-3.434, 7.725, 1.298)
H (-2.290, 3.317, -1.092)
H (-3.627, 3.087, 0.064)
H (-2.093, 2.226, 0.292)
C (-7.271, 3.341, 0.543)
O (-6.649, 2.229, 1.194)
C (-7.502, 1.346, 1.708)
O (-8.702, 1.416, 1.663)
O (-6.800, 0.370, 2.281)
C (-7.600, -0.653, 2.880)
H (-6.461, 3.964, 0.177)
H (-7.882, 3.003, -0.291)
H (-7.884, 3.903, 1.245)
H (-8.226, -1.137, 2.132)
H (-8.227, -0.237, 3.666)
H (-6.898, -1.367, 3.299)
C (-3.703, 11.771, 4.913)
O (-3.891, 12.616, 3.773)
C (-3.953, 11.969, 2.611)
O (-3.877, 10.777, 2.466)
O (-4.120, 12.863, 1.643)
C (-4.226, 12.299, 0.330)
H (-3.674, 12.437, 5.769)
H (-4.529, 11.069, 5.014)
H (-2.767, 11.223, 4.832)
H (-5.087, 11.636, 0.270)
H (-3.320, 11.753, 0.076)
H (-4.356, 13.142, -0.341)
C (-10.246, 9.018, 1.000)
O (-9.334, 10.121, 1.013)
C (-8.709, 10.297, 2.175)
O (-8.854, 9.627, 3.162)
O (-7.894, 11.344, 2.056)
C (-7.146, 11.640, 3.239)
H (-10.672, 9.002, 0.001)
H (-9.721, 8.086, 1.198)
H (-11.030, 9.161, 1.740)
H (-6.513, 10.797, 3.505)
H (-7.811, 11.885, 4.066)
H (-6.541, 12.508, 2.996)

Output
Kohn-Sham gap: 9.703 eV
SMILES: CCCCCCCCCCCCCCC[C@H](N)[C@H](N)O[C@@H](N)CCCCCCOC(C)=O.COC(=O)OC.COC(=O)OC.COC(=O)OC.COC(=O)OC.COC(=O)OC
HOMO level: -9.307 eV

Here are the Löwdin charges for atoms 1 to 8, given in e:
1 C -0.11
2 C -0.25
3 C -0.22
4 C -0.23
5 C -0.20
6 C -0.21
7 C -0.21
8 C -0.21